Density functional theory data (wB97M-V/def2-TZVPD) for an isolated molecule of C9H18N2O4.

- SMILES = O=C(CCCCCCCC(=O)NO)NO
- maximum force (eV/Å) = 6.4
- charge = 0
- HOMO energy (eV) = -9.1
- energy relative to the best compared isomer or geometry (same formula, charge and spin) (kcal per mole) = 204.2
- HOMO-LUMO gap (eV) = 9.5519

Each line ends with the Mulliken charge.
Atoms and positions in Å:
O1 2.97965 -1.90781 1.16036  -0.600
C1 2.08074 -2.02790 0.38534  0.237
C2 2.22405 -1.29039 -0.95399  -0.803
C3 1.45719 0.05554 -1.05554  0.019
C4 2.12342 1.11595 -0.29636  -0.090
C5 1.16530 2.29979 -0.15775  -0.956
C6 0.16084 2.28404 0.90467  -0.365
C7 -0.77134 0.95306 1.11877  -0.642
C8 -1.69777 0.86393 -0.14387  -0.048
C9 -2.38263 -0.42845 -0.34850  0.271
O2 -1.86535 -1.47949 -0.39490  -0.603
N1 -3.75910 -0.32007 -0.23620  -0.221
O3 -4.57226 -1.31960 0.36900  -0.456
N2 0.92942 -2.79927 0.73623  -0.101
O4 -0.07600 -3.11580 -0.29133  -0.554
H1 1.53881 -1.73019 -1.73441  0.434
H2 3.23550 -0.95506 -1.26790  0.408
H3 0.42796 -0.31854 -0.67691  -0.953
H4 1.37214 0.39255 -2.01396  0.799
H5 2.83013 1.11533 0.73559  0.125
H6 2.93289 1.50276 -1.12247  0.296
H7 1.79442 3.21610 -0.10841  0.402
H8 0.54664 2.32472 -1.04513  0.378
H9 -0.31325 3.29841 0.68895  0.267
H10 0.61485 2.27451 2.09615  0.256
H11 -1.20882 0.85514 2.09484  0.542
H12 -0.16626 0.00273 1.18963  0.240
H13 -1.02527 1.11800 -1.05068  0.063
H14 -2.49997 1.65955 0.08144  0.271
H15 -4.22379 0.51350 0.21091  0.302
H16 -4.09493 -2.30717 0.08338  0.370
H17 0.91451 -3.57030 1.33830  0.229
H18 -0.67170 -2.27560 -0.29526  0.484

Cartesian forces (eV/Å) of the 3 atoms listed first:
1.0 -0.2 1.6
-0.7 -0.5 -1.0
-2.5 0.5 -2.2

Density functional theory data (wB97M-V/def2-TZVPD) for a cluster of 8 separate species, C9H35BO12S in total.

- maximum force (eV/Å) = 0.7
- charge = 0
- HOMO energy (eV) = -9.9
- HOMO-LUMO gap (eV) = 9.8254

Each line ends with the Mulliken charge.
Atoms and positions in Å:
C1 -1.34616 4.82069 -2.92995  -1.340
C2 -1.50966 3.29916 -2.86288  -0.174
B1 -2.16204 2.73266 -1.57715  0.498
O1 -2.58122 1.42441 -1.48191  -0.476
O2 -2.37804 3.57352 -0.44502  -0.307
S1 -1.79154 3.52119 1.02666  0.561
O3 -2.90338 3.37867 1.92585  -0.516
O4 -1.11748 1.98222 0.98227  -0.070
O5 0.31181 2.09058 0.82554  -0.330
H1 -2.27886 5.32702 -2.66785  0.301
H2 -1.07197 5.14625 -3.93399  0.398
H3 -0.58809 5.18345 -2.23236  0.290
H4 -2.15417 2.95670 -3.67537  0.382
H5 -0.54778 2.78945 -3.00441  0.265
H6 -3.51958 1.28879 -1.32588  0.267
H7 0.56283 2.80076 1.44077  0.321
C3 -0.65731 -1.34454 2.18195  -0.411
O6 0.66574 -1.31529 1.65726  -0.434
H8 -0.82285 -2.32890 2.61455  0.288
H9 -0.77760 -0.58583 2.95959  0.070
H10 -1.39818 -1.16508 1.39943  0.267
H11 0.80277 -0.43998 1.27944  0.228
C4 1.91934 -4.04168 2.76915  -0.339
O7 2.72964 -5.19451 2.95377  -0.536
H12 1.91330 -3.50622 3.71669  0.124
H13 2.30776 -3.37667 1.99680  0.224
H14 0.88965 -4.31044 2.51306  0.211
H15 2.75225 -5.68433 2.12773  0.297
C5 -0.43037 -0.34383 5.82453  -0.642
O8 0.93439 0.06487 5.75205  -0.493
H16 -0.67589 -0.43878 6.88008  0.274
H17 -1.09467 0.39477 5.36977  0.303
H18 -0.57872 -1.31243 5.34009  0.268
H19 1.17571 0.14209 4.82368  0.287
C6 -2.15185 -0.19293 -5.52623  -0.575
O9 -1.88747 0.83132 -4.58199  -0.337
H20 -2.02026 0.24614 -6.51372  0.241
H21 -1.45365 -1.02969 -5.42309  0.151
H22 -3.17542 -0.57147 -5.44985  0.293
H23 -1.99810 0.46827 -3.69534  0.173
C7 2.19330 -1.46790 8.42818  -0.516
O10 1.82699 -2.43740 7.45940  -0.496
H24 2.60962 -2.00285 9.27940  0.258
H25 2.94443 -0.78111 8.03037  0.239
H26 1.32883 -0.88588 8.76175  0.213
H27 1.48476 -1.94819 6.70273  0.304
C8 1.34572 0.13302 -3.44887  -0.426
O11 1.53044 1.22843 -2.55339  -0.516
H28 1.48465 0.51864 -4.45458  0.109
H29 2.06584 -0.66798 -3.27313  0.398
H30 0.33291 -0.26813 -3.37015  0.162
H31 1.40040 0.91297 -1.65476  0.239
C9 1.34295 -1.36148 -7.08275  -0.550
O12 1.30305 -1.92017 -5.77776  -0.446
H32 1.90177 -0.43077 -7.00913  0.233
H33 1.85270 -2.01750 -7.79307  0.308
H34 0.34272 -1.13602 -7.46331  0.218
H35 0.81604 -2.74807 -5.81466  0.266

Cartesian forces (eV/Å) of the 3 atoms listed first:
-0.1 0.0 0.2
-0.1 0.3 0.1
-0.1 -0.2 0.3

Density functional theory data (wB97M-V/def2-TZVPD) for a structure of composition C13H28Cl2N3O2P2V.

- maximum force (eV/Å) = 3.7
- charge = +2
- HOMO energy (alpha / beta) (eV) = -15.6 / -15.5
- spin multiplicity = 3
- energy relative to the best compared isomer or geometry (same formula, charge and spin) (kcal per mole) = 6.7
- HOMO-LUMO gap (alpha / beta) (eV) = 8.0340 / 8.0513

Each line ends with the Mulliken charge.
Atoms and positions in Å:
C1 0.78941 0.12633 -2.36605  -1.360
C2 1.19552 -0.99067 -1.39720  0.539
H1 1.37895 -0.04807 -3.28204  0.491
H2 1.10423 1.18032 -2.15313  0.614
H3 -0.24544 -0.00743 -2.71769  0.337
O1 1.33836 -2.12339 -1.78549  -0.366
Cl1 -0.59586 3.60416 -0.66248  -0.384
V1 0.15538 1.43940 -0.54122  -0.016
P1 2.88651 -0.50004 0.15045  1.092
C3 3.55560 -2.18856 0.04014  -1.528
C4 3.98699 0.32640 -1.05301  -1.290
H4 5.01132 0.25731 -0.66389  0.457
H5 4.51129 -0.70037 1.94888  0.453
H6 3.69725 1.38003 -1.15511  0.401
H7 3.94559 0.99849 1.78987  0.413
H8 3.56924 -2.50912 -1.00520  0.452
H9 3.92140 -0.17768 -2.02668  0.377
C5 3.64583 -0.05398 1.76354  -1.217
H10 4.56461 -2.20100 0.46399  0.519
H11 2.90751 -0.22195 2.55537  0.375
H12 2.89430 -2.84769 0.61520  0.409
P2 -2.12039 1.13389 -1.53651  0.910
C6 -2.84318 -0.53070 -1.68452  -1.275
C7 -3.42705 2.01488 -0.63591  -1.167
H13 -1.87391 2.83719 -3.23468  0.342
H14 -3.22139 1.69585 -3.61341  0.456
H15 -1.51301 1.21725 -3.89333  0.428
C8 -2.19036 1.78574 -3.24263  -1.064
H16 -3.17402 3.07743 -0.56389  0.397
H17 -4.38000 1.88797 -1.16446  0.442
H18 -3.59929 -0.54411 -2.47878  0.542
H19 -3.30890 -0.80133 -0.73072  0.323
H20 -3.50743 1.60594 0.37823  0.296
H21 -2.05885 -1.26293 -1.89873  0.266
Cl2 1.95320 2.32557 0.58915  -0.394
C9 -1.19197 -3.19214 1.71803  -1.132
N1 -1.17684 -1.74233 1.93358  0.136
C10 -1.65170 -1.23439 3.11372  -0.434
C11 -1.63506 0.10888 3.33205  -1.133
C12 -1.06365 0.94886 2.35342  0.430
N2 -0.64683 0.44743 1.16529  1.132
C13 -0.76519 -0.89737 0.94055  0.096
O2 -0.49627 -1.34757 -0.22302  -0.671
N3 -0.95843 2.26840 2.52953  -0.219
H22 -0.62063 -3.71138 2.48840  0.394
H23 -0.76453 -3.40678 0.74482  0.345
H24 -2.21277 -3.56917 1.75849  0.404
H25 -2.04290 -1.96619 3.81872  0.541
H26 -2.01414 0.56246 4.24626  0.488
H27 -1.26592 2.68617 3.40047  0.264
H28 -0.44655 2.85999 1.87161  0.088

Cartesian forces (eV/Å) of the 3 atoms listed first:
0.3 -0.4 -0.8
1.3 -3.1 -1.5
0.1 0.0 0.4

Density functional theory data (wB97M-V/def2-TZVPD) for a cluster of 6 separate species, C5H22N10O6 in total.

- SMILES = NC(N)=O.NC(N)=O.NC(N)=O.NC(N)=O.NC(N)=O.O
- maximum force (eV/Å) = 6.5
- charge = 0
- HOMO energy (eV) = -9.2
- energy relative to the best compared isomer or geometry (same formula, charge and spin) (kcal per mole) = 80.3
- HOMO-LUMO gap (eV) = 9.4261

Each line ends with the Mulliken charge.
Atoms and positions in Å:
N1 -4.60402 -3.68097 -6.42791  -0.397
C1 -3.86596 -3.47813 -5.36493  0.668
N2 -3.08740 -2.42863 -5.43901  -0.385
O1 -3.88420 -4.12820 -4.32419  -0.662
H1 -4.67505 -2.91251 -7.07947  0.187
H2 -5.14721 -4.53238 -6.44036  0.229
H3 -2.51914 -2.06437 -4.68768  0.204
H4 -2.94489 -1.97296 -6.32905  0.155
N3 5.84856 4.67237 -0.88726  -0.410
C2 5.10015 3.71286 -1.36267  0.672
N4 5.72267 2.57755 -1.50747  -0.391
O2 3.97887 3.93352 -1.78094  -0.667
H5 6.84981 4.58381 -0.78849  0.179
H6 5.30168 5.48911 -0.65499  0.225
H7 5.40922 1.88515 -2.17263  0.225
H8 6.66487 2.47936 -1.15716  0.166
N5 2.42653 -0.66838 5.76232  -0.364
C3 2.39313 -0.16714 4.58865  0.611
N6 3.42121 0.65964 4.31292  -0.410
O3 1.52557 -0.42304 3.75870  -0.660
H9 1.76788 -1.39459 6.00502  0.239
H10 3.21355 -0.55975 6.38594  0.166
H11 3.24588 1.23751 3.50334  0.236
H12 4.04221 0.90367 5.07115  0.180
N7 -2.10089 5.12076 -0.16608  -0.391
C4 -2.28001 4.82212 1.13780  0.611
N8 -1.16798 5.01208 1.81435  -0.399
O4 -3.28273 4.54122 1.64443  -0.561
H13 -1.19618 5.34127 -0.55722  0.158
H14 -2.82221 5.33805 -0.83882  0.203
H15 -1.15529 4.63928 2.75294  0.213
H16 -0.36974 5.49148 1.42309  0.169
N9 -3.57959 -6.35214 1.46815  -0.358
C5 -2.71202 -5.70756 2.14332  0.638
N10 -1.84529 -5.11555 1.40222  -0.384
O5 -2.68921 -5.85560 3.35342  -0.679
H17 -4.13164 -7.08137 1.89659  0.221
H18 -3.59097 -6.25770 0.46264  0.135
H19 -1.19828 -4.47297 1.83645  0.246
H20 -2.14190 -4.91834 0.45711  0.183
O6 -0.09306 0.30387 -1.32341  -0.642
H21 0.27706 1.16359 -1.52372  0.316
H22 -0.10380 0.26410 -0.36710  0.324

Cartesian forces (eV/Å) of the 3 atoms listed first:
-1.4 -0.8 -2.1
0.5 -1.1 3.7
2.3 3.5 -1.2

Density functional theory data (wB97M-V/def2-TZVPD) for an isolated molecule of C5H4O3.

- SMILES = O=C[C@@H]1O[C@@H]1C1=CO1
- maximum force (eV/Å) = 1.8
- charge = 0
- HOMO energy (eV) = -8.2
- energy relative to the best compared isomer or geometry (same formula, charge and spin) (kcal per mole) = 142.8
- HOMO-LUMO gap (eV) = 8.3582

Each line ends with the Mulliken charge.
Atoms and positions in Å:
O1 -1.38589 1.67654 0.32797  -0.433
C1 -1.70846 0.71154 -0.30370  -0.169
C2 -1.21751 -0.67078 -0.05226  0.185
O2 -0.69326 -0.96800 1.21177  -0.406
C3 0.23563 -0.97960 0.18053  -0.037
C4 1.26613 0.01304 0.13610  -0.100
C5 2.07552 1.00094 0.24039  -0.065
O3 2.68903 -0.10095 -0.38959  -0.505
H1 -2.42734 0.76209 -1.14373  0.313
H2 -1.80399 -1.46504 -0.50988  0.414
H3 0.56698 -1.96451 -0.14682  0.414
H4 2.40317 1.98474 0.44920  0.390

Cartesian forces (eV/Å) of the 3 atoms listed first:
0.1 0.1 0.1
-0.1 -0.1 -0.2
0.1 -0.3 -0.3

Density functional theory data (wB97M-V/def2-TZVPD) for a structure of composition C3H8CsO.

- maximum force (eV/Å) = 0.5
- charge = +1
- HOMO energy (eV) = -13.2
- energy relative to the best compared isomer or geometry (same formula, charge and spin) (kcal per mole) = 15.3
- HOMO-LUMO gap (eV) = 9.1553

Each line ends with the Mulliken charge.
Atoms and positions in Å:
Cs1 -1.17314 1.88923 3.54913  1.020
C1 -1.11701 -0.11467 0.09519  -0.808
C2 0.22006 0.20261 -0.54677  0.505
C3 1.34694 -0.57431 0.10496  -1.241
O1 0.21175 -0.17422 -1.92161  -0.519
H1 -1.13591 0.11030 1.17133  -0.152
H2 -1.34463 -1.17506 -0.02005  0.316
H3 -1.94855 0.44130 -0.34767  0.365
H4 0.43014 1.27831 -0.46890  0.216
H5 1.44653 -0.31402 1.16332  0.324
H6 2.28294 -0.34333 -0.39650  0.319
H7 1.14283 -1.64195 0.03694  0.341
H8 -0.36195 0.41584 -2.41938  0.315

Cartesian forces (eV/Å) of the 3 atoms listed first:
0.0 0.0 0.0
-0.5 0.0 0.1
0.1 0.0 -0.2